No. 1
The following is a quantum chemistry calculation of C50H54AsEuF3GeN5O2S as an isolated structure in a non-equilibrium geometry, from the Open Molecules 2025 dataset.

Molecular weight in g mol⁻¹: 1145.6
F_max in eV Å⁻¹: 2.9
Orbital gap (spin up / spin down) in eV: 6.15 / 4.28
Spin multiplicity: 7

The geometry in XYZ format:
```
118
Properties=species:S:1:pos:R:3:forces:R:3:lowdin_spin:R:1
Eu 0.76922 -0.48592 1.15239 -0.3816 -0.5081 -0.4427 5.092
C 4.16537 0.10182 -0.07390 -0.1326 1.3309 -1.1307 0.000
C 4.58419 -0.03903 1.38689 1.5797 -0.2709 -0.7351 0.000
C 4.40221 -1.40766 1.97469 1.1741 0.1652 0.6737 0.000
C 5.48878 -2.01934 2.65599 -1.7862 -0.3753 -0.4970 0.000
C 5.25528 -3.27515 3.18656 0.5863 -0.8762 0.6737 0.000
C 4.03305 -3.90234 2.98960 -0.7088 1.2332 -0.6465 0.000
C 2.99332 -3.15853 2.40295 0.4883 -0.1499 0.7245 0.000
N 3.16515 -1.90069 1.95589 0.0019 -0.9148 -0.3005 -0.002
N 2.81773 0.70594 -0.33840 -0.1790 -0.2623 0.4430 -0.004
C 2.38735 0.46153 -1.70032 -0.3658 -0.4256 -1.9227 0.004
C 2.24513 -1.02126 -2.07085 0.3370 1.5917 0.2169 0.014
C 2.43958 -1.45064 -3.37079 0.4224 -0.8042 -0.9974 0.002
C 2.32825 -2.82851 -3.65081 -0.2961 0.5629 -0.2265 0.000
C 2.04203 -3.68273 -2.59949 0.1888 1.4248 1.6818 0.000
C 1.89627 -3.12414 -1.30735 -0.4183 0.3663 -0.7366 0.004
N 1.92703 -1.81649 -1.06438 0.2477 -0.8320 0.1520 0.013
C 2.79499 2.12453 -0.04131 1.2066 1.7034 -0.6264 0.000
C 1.47950 2.93218 -0.07983 0.8222 -1.5115 0.4991 -0.001
C 1.50808 4.31054 -0.25817 0.8204 -0.1034 -0.3124 0.000
C 0.30767 4.96406 -0.19195 -0.1994 1.4827 0.5729 -0.001
C -0.86808 4.26972 0.03543 -1.5263 0.4419 0.1423 0.000
C -0.80780 2.91098 0.21461 0.8137 -1.0179 0.1038 0.004
N 0.38117 2.25652 0.22820 -0.8024 0.1236 -0.3287 0.000
H 4.14790 -0.84156 -0.58909 0.0793 -0.5573 0.0821 0.000
H 4.91937 0.71618 -0.64595 -0.4441 -0.3077 0.5321 0.000
H 3.98456 0.56119 2.00044 -0.9287 1.2996 0.7614 0.000
H 5.64743 0.32367 1.49208 -1.0025 -0.5758 -0.0220 0.000
H 6.42218 -1.51880 2.78108 0.4276 0.2873 -0.0696 0.000
H 5.99948 -3.81395 3.81342 -0.3364 0.5663 -0.7102 0.000
H 3.83832 -4.89850 3.31763 -0.0515 -0.4261 0.3034 0.000
H 1.97364 -3.55507 2.43982 0.2577 0.2368 -0.2980 0.000
H 3.07805 0.88567 -2.49950 -0.5718 0.0623 0.9452 0.000
H 1.35222 0.85212 -1.86410 0.8237 0.1549 0.2694 0.002
H 2.74065 -0.78089 -4.20369 -0.3715 -0.2685 0.9103 0.000
H 2.43297 -3.17197 -4.69367 0.0193 0.0557 0.7233 0.000
H 1.97126 -4.72880 -2.60781 -0.0532 -1.2808 -0.6988 0.000
H 1.67703 -3.69568 -0.41746 -0.0064 -0.5458 -0.1205 0.000
H 3.54569 2.69687 -0.68650 -0.7462 -0.6435 0.2062 0.000
H 3.21333 2.27440 0.94776 -0.0839 -0.1936 0.3941 0.000
H 2.46750 4.84043 -0.41542 -0.7482 -0.3867 -0.0013 0.000
H 0.29882 6.06061 -0.19468 -0.0936 -0.4097 -0.3103 0.000
H -1.87088 4.76013 0.10981 1.1264 -0.3093 -0.2160 0.000
H -1.69841 2.28344 0.33664 0.3637 0.2988 0.1384 0.004
F -3.24907 -5.83435 4.21636 0.3444 0.6512 0.4032 0.000
C -2.47996 -4.69136 4.26948 -0.6198 0.0991 -1.9996 0.000
F -1.40842 -4.96573 4.97645 0.3711 -0.3617 0.3777 0.000
F -3.18448 -3.75600 4.91668 -0.3609 0.0286 0.5435 0.000
C -2.18891 -4.22170 2.83500 0.6255 0.1473 0.9178 0.000
C -2.91007 -4.75272 1.78634 0.9948 0.7452 -0.1543 0.000
C -2.51777 -4.41485 0.48433 -0.6886 -0.8247 -0.9023 0.000
C -1.38964 -3.65164 0.30114 -0.3896 0.7798 0.9218 0.001
N -0.77882 -3.03419 1.32451 0.4212 0.1201 -0.5135 -0.002
C -1.15164 -3.24985 2.59948 0.3373 -0.5994 0.0419 0.000
S -0.22662 -2.39426 3.81168 -0.3662 -0.1019 -0.3941 -0.003
H -3.71013 -5.42382 2.00565 -0.4151 -0.3321 -0.1279 0.000
H -3.05779 -4.78299 -0.40688 0.3273 0.1030 0.7084 0.000
H -1.00806 -3.40078 -0.67961 -0.0072 -0.1248 -0.1041 0.002
C -2.85875 -0.27761 4.72926 -0.4377 0.2550 0.1511 0.000
C -2.40800 0.03345 3.34224 -0.2988 -0.0017 -0.6665 0.001
C -3.13956 -0.63283 2.20448 -0.1602 0.5046 -1.0505 0.007
O -1.48046 0.77123 3.06003 0.3274 0.2644 0.4368 0.001
H -2.43833 -1.24836 4.92779 -0.0629 -0.7398 0.0821 0.000
H -3.94972 -0.29671 4.84646 0.2339 -0.1848 -0.2829 0.000
H -2.45853 0.35777 5.49828 0.3527 0.6240 0.0618 0.000
H -4.16267 -0.20910 2.04644 0.7656 -0.1761 0.2495 0.000
H -3.24336 -1.69838 2.28785 -0.1937 -0.5626 0.5656 0.000
H -2.53662 -0.49489 1.28552 -0.3808 0.2110 0.3432 0.009
C -0.80792 -0.42358 -1.05682 -0.6892 -0.2946 0.1701 0.640
Ge -1.65763 0.32604 -2.60880 -0.8340 0.6990 -0.0062 0.104
C -2.41820 -0.97117 -3.90909 0.1731 0.3341 0.2805 0.003
C -1.83305 -2.21155 -4.06226 0.3574 -0.9296 1.2043 0.006
C -2.28999 -3.13592 -5.01162 0.6738 -0.4127 0.0427 0.000
C -3.24190 -2.74368 -5.92136 -0.3182 0.6929 -0.4868 0.000
C -3.84782 -1.48210 -5.72731 -1.9270 -1.1753 -1.7893 0.000
C -3.52518 -0.64715 -4.70489 1.4296 0.8251 0.6135 0.000
C -3.22693 1.57941 -2.16932 0.4176 -1.3567 0.9584 0.030
C -3.89418 1.33236 -0.95873 0.7909 -0.0504 -0.7949 0.009
C -4.85485 2.15931 -0.46439 -1.5250 0.7302 -0.1780 0.001
C -5.28095 3.24134 -1.23457 1.3085 -0.0043 -0.7862 0.000
C -4.63198 3.52618 -2.45869 -0.6447 -0.3763 1.7338 0.002
C -3.62401 2.67640 -2.88645 0.3988 0.8278 -1.1046 0.004
C -0.51252 1.58618 -3.59715 -0.3768 -0.8170 0.1267 0.001
C 0.22450 1.17801 -4.69574 0.4687 0.0362 -0.8633 -0.001
C 1.08889 2.09385 -5.30749 -0.6879 -0.2408 0.1807 0.000
C 1.19747 3.39571 -4.83163 -0.6868 0.4849 0.0521 -0.001
C 0.40005 3.86054 -3.76878 0.1719 -1.6899 0.2655 0.000
C -0.42283 2.89073 -3.15330 0.2174 1.6537 0.4696 0.000
H -1.49497 -1.29910 -0.92559 0.2440 0.1377 0.1847 0.047
H -1.08005 -2.51034 -3.29066 -0.4066 0.1464 -0.9236 0.006
H -1.88721 -4.15473 -5.05176 0.0664 0.4675 -0.0054 0.000
H -3.49003 -3.33802 -6.82779 -0.0083 0.3094 1.0206 0.000
H -4.71890 -1.28246 -6.39575 0.8554 0.2277 0.5080 0.000
H -3.93150 0.34387 -4.51956 -0.5566 -0.2763 -0.3875 0.000
H -3.60107 0.48526 -0.40529 0.3408 -0.9385 0.6943 0.006
H -5.39366 1.96791 0.46316 0.3331 -0.1288 -0.0423 0.000
H -6.02591 3.88651 -0.83507 -0.5613 0.5106 0.0679 0.000
H -4.86722 4.44706 -2.95723 -0.1365 0.1055 -0.4602 0.000
H -3.07785 2.92748 -3.79748 -0.1885 -0.0072 0.0662 0.001
H 0.09688 0.17346 -5.15305 0.0967 0.6678 0.5376 0.000
H 1.57300 1.82091 -6.23368 0.3208 -0.0296 0.0222 0.000
H 1.79901 4.06419 -5.41504 0.3854 0.4224 0.0336 0.000
H 0.44122 4.85917 -3.32520 0.1003 -0.2341 -0.5208 0.000
H -1.02831 3.22466 -2.28913 0.3764 -0.3498 -0.6851 0.000
C 0.51991 3.46687 3.26873 -0.7091 -0.3148 -0.0406 0.000
As 1.68833 2.08264 3.85738 0.5992 0.3343 0.2359 0.000
C 1.20154 1.15476 5.46963 -1.6503 0.5552 0.2752 0.000
C 3.35925 3.04268 4.19313 -0.2564 -0.3024 0.3477 0.000
O 1.97519 0.98526 2.65864 0.0550 0.0243 0.0957 -0.007
H 0.23999 4.08811 4.10856 0.4834 0.6493 0.1413 0.000
H -0.42883 2.96889 3.06129 0.1471 -0.0582 -0.6226 0.000
H 0.96194 3.98851 2.38722 -0.4801 -0.3409 0.8454 0.000
H 0.55907 1.72287 6.18038 0.8401 0.0260 -0.4519 0.000
H 2.11517 0.82958 5.90162 0.7896 -0.1587 0.6191 0.000
H 0.60017 0.27621 5.25814 0.0501 -0.1765 -0.5990 0.000
H 3.33033 3.83140 4.95489 -0.2184 -0.3221 -0.1310 0.000
H 3.63651 3.47510 3.25341 0.0019 0.4487 -0.6540 0.000
H 4.14777 2.33512 4.40909 0.0962 -0.2862 0.3317 0.000
```
Positions in Å, forces in eV/Å.



No. 2
The following is a quantum chemistry calculation of C50H54BiN6O2SSb2 as an isolated structure in a non-equilibrium geometry, from the Open Molecules 2025 dataset.

Molecular weight in g mol⁻¹: 1255.6
F_max in eV Å⁻¹: 1.9
Orbital gap in eV: 6.53
Total charge: +3

The geometry in XYZ format:
```
116
Properties=species:S:1:pos:R:3:forces:R:3:nbo_charge:R:1
Bi -0.60035 0.26358 0.50264 -0.6852 -0.4370 -0.4851 1.404
C -0.34442 4.25103 3.01580 -0.0636 0.0485 0.0796 -0.166
C -1.59553 4.37136 3.60155 0.0245 -0.0221 -0.0242 -0.126
C -2.59100 3.47311 3.25459 0.0068 -0.1170 -0.0545 -0.210
C -2.31249 2.45039 2.35242 0.1338 0.2545 0.1993 0.176
N -1.07799 2.30878 1.83640 -0.2544 -0.0040 0.1608 -0.544
C -0.13261 3.19872 2.14931 0.0258 -0.0098 -0.0627 0.042
C -3.40003 1.58507 1.82832 -0.2002 -0.1731 -0.1190 0.143
C -4.58428 1.36117 2.52156 0.1107 0.0414 -0.0013 -0.208
C -5.62814 0.72297 1.86848 -0.0374 -0.0237 -0.0554 -0.128
C -5.46167 0.32603 0.55036 0.0359 0.0738 0.0298 -0.214
C -4.22201 0.51922 -0.03927 -0.1035 -0.0386 0.0322 0.042
N -3.20982 1.11777 0.58525 -0.0363 0.0906 0.1570 -0.494
H 0.44439 4.95585 3.23663 0.0447 -0.0447 -0.0347 0.247
H -1.80160 5.16912 4.30260 -0.0033 0.0136 -0.0162 0.254
H -3.59059 3.58464 3.64968 0.0112 0.0225 -0.0013 0.246
H 0.82849 3.06657 1.66137 0.0213 0.0028 0.0504 0.202
H -4.69022 1.67447 3.55091 -0.0414 0.0498 -0.0251 0.240
H -6.57008 0.55370 2.37287 0.0209 0.0039 0.0388 0.252
H -6.27258 -0.12181 -0.00657 0.0268 -0.0442 0.0042 0.249
H -4.02814 0.20014 -1.05692 -0.0202 -0.0196 0.0138 0.212
C 3.24557 1.08327 -0.68563 -0.1966 -0.3426 0.0726 -0.748
C 3.92704 0.38661 0.49776 -0.1141 0.0681 -0.0223 -0.442
C 3.46573 0.86305 1.87400 -0.2859 -0.1793 -0.0766 -0.712
Sb 1.52276 0.15904 2.50922 1.3444 -0.0013 1.1262 1.201
C 1.31613 1.19587 4.36614 -0.1504 -0.1810 -0.3941 -0.275
C 0.06631 1.34224 4.95869 0.0230 -0.0294 -0.0134 -0.273
C -0.03604 1.92402 6.21413 -0.1045 -0.0167 -0.0098 -0.192
C 1.10492 2.35895 6.87324 0.0524 0.0270 0.0204 -0.177
C 2.35304 2.19996 6.28675 0.0012 -0.0087 0.0019 -0.181
C 2.46174 1.61119 5.03467 0.0557 0.0315 -0.0680 -0.256
C 2.03298 -1.75231 3.33278 -0.3618 0.3566 -0.1695 -0.365
C 1.08237 -2.37506 4.13779 0.0143 0.0409 -0.0399 -0.243
C 1.39167 -3.57336 4.76719 -0.0602 -0.0439 0.0162 -0.218
C 2.64289 -4.15025 4.58747 -0.0393 -0.0424 -0.0135 -0.198
C 3.58616 -3.52652 3.78268 0.0611 -0.0402 0.0037 -0.202
C 3.28423 -2.32567 3.15171 -0.0028 0.0108 -0.0910 -0.179
Sb 1.48399 0.12872 -1.53702 1.8404 0.1281 -0.5858 1.274
C 1.73966 1.20218 -3.38338 -0.4572 -0.0789 0.3275 -0.377
C 2.67916 0.71109 -4.28166 -0.0041 -0.1813 0.0180 -0.233
C 3.02852 1.46768 -5.39165 0.0190 0.0304 -0.0435 -0.181
C 2.44039 2.70574 -5.60994 0.0208 -0.0167 -0.0010 -0.175
C 1.48623 3.18169 -4.72355 -0.0379 0.0197 0.0131 -0.204
C 1.13657 2.43340 -3.60742 0.0016 0.0281 -0.0400 -0.186
C 2.29992 -1.77883 -2.09145 -0.3723 0.3572 0.1134 -0.343
C 1.43196 -2.80723 -2.44259 -0.0742 -0.0567 0.0267 -0.250
C 1.93424 -4.02260 -2.88535 0.0171 -0.0058 -0.0016 -0.205
C 3.30767 -4.21649 -2.96800 -0.0288 0.0095 0.0079 -0.186
C 4.17209 -3.19691 -2.60022 0.0945 -0.0597 -0.0269 -0.180
C 3.67321 -1.97591 -2.16424 -0.0092 0.1366 0.0457 -0.241
H 3.92538 1.14233 -1.53562 -0.0426 0.0275 -0.0450 0.253
H 2.95851 2.10915 -0.44110 0.0096 0.0084 -0.0436 0.230
H 4.99910 0.59063 0.43514 0.0060 -0.0550 0.0022 0.243
H 3.80742 -0.69784 0.41866 0.1095 -0.0037 0.0041 0.213
H 3.44846 1.95247 1.93833 -0.0138 0.0005 0.0077 0.240
H 4.14961 0.49757 2.64060 -0.0616 0.0144 0.0787 0.250
H -0.82887 0.99533 4.45224 -0.0313 0.0261 0.0205 0.201
H -1.00731 2.02945 6.68099 0.0188 0.0068 0.0107 0.230
H 1.02689 2.81477 7.85128 -0.0196 -0.0124 -0.0026 0.242
H 3.24476 2.52355 6.80688 -0.0091 0.0057 0.0021 0.242
H 3.44183 1.47227 4.59502 0.0157 0.0509 0.0417 0.219
H 0.10939 -1.92111 4.29406 0.0168 -0.0223 0.0497 0.221
H 0.66799 -4.03982 5.42434 -0.0003 -0.0042 -0.0095 0.236
H 2.88404 -5.07931 5.08698 0.0361 0.0192 0.0187 0.242
H 4.56814 -3.96479 3.66121 -0.0065 -0.0036 -0.0202 0.240
H 4.03495 -1.85395 2.52942 0.0022 0.0016 0.0110 0.212
H 3.14032 -0.25757 -4.12945 0.0097 0.0323 -0.0294 0.231
H 3.76554 1.08644 -6.08605 -0.0025 0.0036 0.0038 0.240
H 2.72987 3.30052 -6.46573 -0.0243 -0.0262 -0.0208 0.242
H 1.01599 4.14198 -4.89584 0.0353 0.0076 -0.0086 0.225
H 0.40979 2.81990 -2.91041 0.0668 0.0438 -0.0365 0.189
H 0.35800 -2.67464 -2.37010 0.0099 -0.0101 -0.0200 0.210
H 1.25240 -4.81130 -3.17529 -0.0488 -0.0300 -0.0054 0.238
H 3.70130 -5.15895 -3.32488 0.0082 0.0056 0.0106 0.240
H 5.24197 -3.34717 -2.66470 -0.0050 0.0189 0.0090 0.238
H 4.36818 -1.18909 -1.89507 -0.0047 -0.0065 -0.0277 0.219
N -0.44386 -5.05272 1.48664 -0.2442 0.3801 -0.0080 -0.692
C 0.68240 -4.20753 0.99708 0.3718 0.5308 -0.1608 -0.356
C 0.19093 -2.75036 0.97483 -0.5603 -0.2849 0.2497 0.802
O -0.97760 -2.54216 1.39383 0.4219 -0.0170 -0.1996 -0.735
O 0.98092 -1.88277 0.54682 -0.2128 0.0026 -0.1348 -0.768
H -0.21927 -5.57439 2.33086 0.0249 0.0018 0.0824 0.448
H -0.79078 -5.70501 0.78482 -0.0115 -0.0154 -0.0787 0.450
H -1.17888 -4.32297 1.68889 0.0855 -0.3030 0.0387 0.475
H 0.99587 -4.49402 -0.00563 -0.0749 -0.1049 0.0123 0.267
H 1.54164 -4.27043 1.66388 -0.0490 -0.0935 0.0714 0.267
N -2.91207 -4.77812 -5.25858 -0.0942 0.2687 -0.1003 -0.721
C -2.39434 -4.61647 -4.04887 0.2069 -0.3869 0.2774 0.097
S -1.78429 -5.85515 -3.13661 -0.0291 0.0161 -0.0619 -0.146
C -2.28335 -3.24168 -3.48849 0.0461 0.3379 -0.0118 -0.052
C -2.63304 -3.02344 -2.15640 0.0330 -0.0910 -0.1523 -0.167
C -2.31295 -1.81885 -1.57508 0.0235 -0.0030 -0.0485 -0.011
N -1.67071 -0.82766 -2.21348 -0.2351 -0.0301 0.1866 -0.496
C -1.42264 -1.00701 -3.51195 0.0875 0.0951 0.0021 0.045
C -1.71874 -2.18169 -4.19293 -0.1287 -0.1802 0.0179 -0.231
H -2.97480 -5.70671 -5.64730 0.0327 -0.0209 -0.0124 0.435
H -3.32585 -4.01734 -5.77432 -0.0157 -0.0196 0.0239 0.410
H -3.11604 -3.81179 -1.59804 0.0098 0.0135 0.0731 0.243
H -2.57031 -1.64533 -0.53573 0.0118 -0.0628 0.0143 0.198
H -0.93079 -0.18429 -4.02140 0.0072 -0.0377 -0.0417 0.218
H -1.46318 -2.28289 -5.23965 0.0788 0.0308 0.0125 0.246
C -2.76453 3.03965 -3.58224 0.0790 -0.0277 0.0361 -0.587
C -2.42732 3.81961 -2.29768 -0.3603 0.3760 -0.3331 -0.194
C -1.69050 5.13087 -2.63263 0.0250 -0.0660 0.0861 -0.583
C -3.69625 4.13044 -1.48294 0.0962 -0.0630 0.0572 -0.584
C -1.54637 2.98682 -1.49593 0.2733 -0.2248 0.2205 0.548
N -0.82716 2.32207 -0.89353 -0.1512 0.2494 -0.1391 -0.544
H -3.51896 3.58968 -4.14330 -0.0037 0.0186 0.0208 0.245
H -3.15249 2.04587 -3.35252 -0.0466 0.0275 -0.0005 0.216
H -1.88058 2.93125 -4.21200 -0.0044 -0.0151 -0.0042 0.226
H -2.31447 5.71292 -3.30954 -0.0083 -0.0070 -0.0040 0.245
H -0.73338 4.94496 -3.12023 -0.0146 -0.0011 -0.0098 0.218
H -1.52034 5.71957 -1.73133 0.0327 0.0162 -0.0214 0.227
H -4.29244 4.85418 -2.03692 -0.0183 -0.0312 -0.0246 0.246
H -3.44234 4.57065 -0.51736 -0.0148 0.0095 -0.0101 0.220
H -4.29530 3.23594 -1.31606 -0.0079 -0.0143 -0.0091 0.218
```
Positions in Å, forces in eV/Å.